# 1
A gas-phase ion, C6H13N2O2 (charge +1) in a non-equilibrium geometry, computed with ωB97M-V with the def2-TZVPD basis set.

Atoms and positions in Å:
C1 0.5993 -1.0058 -0.8366
C2 0.7006 1.3244 0.0677
C3 -0.5129 -1.3109 0.2800
C4 -0.7071 1.4278 -0.6226
C5 1.4572 0.1959 -0.5926
C6 -2.4913 -0.0253 0.0431
N1 2.5223 -0.0968 0.4387
N2 -3.8131 -0.1081 0.0307
O1 -1.9392 -1.1600 -0.1508
O2 -1.9281 1.1122 0.1977
H1 1.1955 -1.8117 -0.9377
H2 0.0626 -1.0206 -1.7221
H3 1.3365 2.2079 -0.0899
H4 0.4520 1.1710 1.0587
H5 -0.5150 -2.3776 0.3933
H6 -0.3752 -0.6078 1.0528
H7 -0.9910 2.4480 -0.8562
H8 -0.7045 0.8065 -1.4856
H9 2.1261 -0.3930 1.3644
H10 3.2028 -0.8544 0.0887
H11 -4.4067 0.5840 0.4704
H12 2.9039 0.7442 0.7100
H13 -4.1527 -0.9714 0.4299

Atoms 1-2, force components in eV/Å:
-1.103 1.517 1.403
-0.868 0.951 -4.071

Output
2S+1: 3
HOMO-LUMO gap (spin up / spin down) (eV): 3.210 / 7.203
Relative energy (zero: lowest compared OMol25 entry of this formula, charge and spin) (kJ/mol): 143.6
Total charge: +1
Strongest force on any atom (Eh/bohr): 0.1275


# 2
A molecular structure, C23H41N2NdP3S in a non-equilibrium geometry, computed with ωB97M-V with the def2-TZVPD basis set.

Atoms and positions in Å:
Nd1 0.2554 0.8872 1.4668
P1 0.5677 -1.8786 -0.9431
P2 2.0413 1.5697 -1.2917
P3 -1.8398 -1.2532 1.8297
H1 -0.8805 3.2135 2.4621
C1 -1.1259 2.2103 2.8898
C2 -0.2059 1.4938 3.6868
H2 0.7383 1.9275 4.0746
C3 -0.5445 -2.2894 -2.3567
C4 2.1702 -2.2672 -1.7552
C5 0.4594 -3.4497 -0.0016
C6 2.6890 3.2859 -1.1797
C7 3.4932 0.7535 -2.0681
C8 0.9270 1.7058 -2.7428
C9 -3.1289 -0.6338 2.9835
C10 -1.4640 -2.8205 2.7199
C11 -2.9231 -1.9036 0.4998
H3 -2.2220 2.0638 2.9494
H4 -0.5167 0.6261 4.2931
H5 -0.2299 -3.2361 -2.8158
H6 -0.4786 -1.4903 -3.1058
H7 -1.5830 -2.3730 -2.0169
H8 2.2303 -3.3474 -1.9377
H9 2.9942 -1.9826 -1.0927
H10 2.2591 -1.7357 -2.7095
H11 0.9068 -4.2551 -0.5959
H12 -0.5774 -3.7107 0.2272
H13 1.0235 -3.3566 0.9336
H14 3.7775 3.2773 -1.2530
H15 2.4046 3.6977 -0.2128
H16 2.2775 3.8985 -1.9789
H17 3.2212 0.3205 -3.0373
H18 3.8703 -0.0448 -1.4237
H19 4.3027 1.4773 -2.2202
H20 0.9580 2.7263 -3.1358
H21 -0.0985 1.4765 -2.4311
H22 1.2265 1.0031 -3.5273
H23 -4.0344 -1.2414 2.8745
H24 -3.3603 0.4161 2.7700
H25 -2.7687 -0.7217 4.0146
H26 -2.0997 -3.6352 2.3470
H27 -1.6389 -2.6826 3.7936
H28 -0.4185 -3.1125 2.5979
H29 -3.8990 -2.1622 0.9358
H30 -2.4890 -2.7924 0.0288
H31 -3.0749 -1.1376 -0.2696
C12 -2.6316 2.6062 -1.6113
C13 -3.0558 2.0760 -2.8459
C14 -3.2450 2.9441 -3.8988
C15 -2.8367 4.2834 -3.8110
C16 -2.1244 4.7047 -2.6768
C17 -1.9831 3.8548 -1.5743
S1 -3.1897 1.7524 -0.2041
H32 -4.2273 1.1513 -0.7348
H33 -3.3999 1.0398 -2.8991
H34 -3.7781 2.5975 -4.7832
H35 -3.0794 4.9821 -4.6096
H36 -1.7172 5.7170 -2.6886
H37 -1.4367 4.1638 -0.6778
N1 1.6361 -4.6149 4.0617
C18 1.9729 -3.6276 3.5178
C19 2.4096 -2.4103 2.8775
C20 3.5009 -2.4122 2.0053
C21 3.8746 -1.2275 1.3813
C22 3.1643 -0.0579 1.6657
N2 2.1219 -0.0423 2.5432
C23 1.7353 -1.2112 3.1268
H38 4.0610 -3.3329 1.8272
H39 4.7201 -1.2071 0.6987
H40 3.4107 0.9012 1.2013
H41 0.9051 -1.1469 3.8331

Atoms 1-2, force components in eV/Å:
1.900 -3.114 -6.621
-0.040 -0.646 -0.243

Output
2S+1: 4
HOMO-LUMO gap (spin up / spin down) (eV): 3.722 / 3.838
Relative energy (zero: lowest compared OMol25 entry of this formula, charge and spin) (kJ/mol): 207.5
Total charge: +3
Strongest force on any atom (Eh/bohr): 0.1470


# 3
2 unconnected molecules or ions with the total composition C4H11S2 in a non-equilibrium geometry, computed with ωB97M-V with the def2-TZVPD basis set.

Atoms and positions in Å:
C1 1.5456 2.0585 1.2187
S1 3.1247 1.2488 1.5807
C2 2.7230 -0.3262 0.5857
H1 0.7849 1.6473 1.8708
H2 1.2773 2.1057 0.1947
H3 1.7094 3.0961 1.5710
H4 1.7945 -0.0300 0.1356
H5 3.4332 -0.3575 -0.1892
H6 2.3517 -1.1791 1.2855
C3 -2.7849 -1.0176 -1.7052
C4 -2.0364 -1.1831 -0.4061
S2 -0.8042 0.1591 -0.1034
H7 -2.1491 -0.9679 -2.5634
H8 -3.3767 -0.0895 -1.6803
H9 -3.3712 -1.8910 -1.9308
H10 -1.5591 -2.1801 -0.3807
H11 -2.6628 -1.0936 0.5164

Atoms 1-2, force components in eV/Å:
0.816 1.452 2.150
-0.408 -1.277 -1.016

Output
HOMO-LUMO gap (eV): 5.875
Relative energy (zero: lowest compared OMol25 entry of this formula, charge and spin) (kJ/mol): 88.3
Total charge: -1
Strongest force on any atom (Eh/bohr): 0.0675


What did we get for energy? Answer: -495.90707 -2993.07052 -955.36928 Ha, in the order shown.